Below is a 14-piece molecular cluster, C3H34NO15S2 overall at a distorted geometry, with properties calculated with ωB97M-V/def2-TZVPD.

As for the relative energy (zero: lowest compared OMol25 entry of this formula, charge and spin): 0.0 kcal/mol. The value obtained for the HOMO energy is -11.92 eV. The largest force on an atom comes out at 3.3 eV/A. Its charge is +1. For the total energy, the calculation gives -2114.21333 a.u. The calculation puts the orbital gap at 9.418 eV.

Last column: Löwdin charge in e.
Atoms and positions in Å:
N: -1.2737 1.2401 0.2169  0.24
C: -0.0240 0.4038 0.2635  -0.25
C: -0.2448 -1.0556 0.6102  -0.52
O: 0.9025 -1.6440 0.5958  0.16
O: -1.3799 -1.4330 0.8027  0.10
C: 0.8343 1.1134 1.2986  -0.51
S: 0.0431 1.3387 2.8698  0.48
S: 0.9814 0.7162 4.5359  0.37
H: -2.0574 0.7490 -0.2371  0.11
H: -1.0583 2.1324 -0.2316  0.13
H: -1.5400 1.4131 1.1817  0.07
H: 0.4837 0.5632 -0.6804  0.12
H: 1.0841 -2.6116 0.6957  0.09
H: 1.9186 0.9380 1.2206  0.12
H: 1.1466 2.0877 0.8740  0.06
H: 1.3943 1.9065 5.0218  -0.18
H: 4.1769 -2.7916 -1.4627  0.06
H: 3.8645 -1.1454 -1.2844  0.06
O: 3.9306 -2.0330 -0.9399  -0.03
H: -3.7689 0.3496 -2.4360  0.06
H: -3.8939 1.4959 -1.3768  0.01
O: -3.4530 0.6571 -1.5809  -0.06
H: -1.7952 -2.2429 -1.8209  0.06
H: -0.3930 -2.5863 -2.2639  0.02
O: -1.0717 -1.8917 -2.3542  -0.05
H: 1.2026 -5.0242 1.5914  0.09
H: 2.4957 -4.3544 1.4092  0.05
O: 1.5584 -4.1551 1.3436  -0.06
H: -4.4266 2.1188 0.8865  0.03
H: -4.0600 3.4540 0.1704  0.05
O: -4.5775 2.6477 0.0879  -0.04
H: 0.5238 4.8386 0.9363  0.06
H: 0.9925 4.4492 -0.4659  0.02
O: 0.4738 4.1202 0.2979  -0.08
H: -3.0383 -0.4237 2.3182  0.02
H: -4.4666 -0.6379 1.9948  0.06
O: -3.8369 0.0843 2.1231  -0.05
H: -0.3437 -3.6240 1.9793  -0.01
H: -1.8449 -3.4278 1.8467  0.02
O: -1.1819 -4.0793 2.0890  -0.05
H: 3.9196 -2.7746 2.4788  0.06
H: 4.1140 -2.3062 1.0075  0.02
O: 3.4601 -2.4384 1.7042  -0.06
H: -0.6874 3.7528 -1.8955  0.01
H: -2.0964 3.7522 -2.5218  0.05
O: -1.2497 3.2874 -2.5272  -0.05
H: -0.1307 -0.2688 -2.3625  0.01
H: 0.8828 0.2563 -3.5216  0.06
O: 0.7154 0.1622 -2.5814  -0.07
H: 1.3929 -2.1980 -2.4375  0.02
H: 2.1362 -3.5371 -1.7783  0.03
O: 1.4246 -3.1456 -2.2742  -0.04
H: 2.2341 3.3742 -2.2857  0.06
H: 3.1545 4.5370 -1.6260  0.07
O: 2.4528 3.8905 -1.5057  -0.04